Record 1
# C63H64N3O12PS

4 unconnected molecules or ions with the total composition C63H64N3O12PS (ωB97M-V/def2-TZVPD, the OMol25 dataset).

Properties
SMILES: C=C[C@@]1(CCN(CC)C(C)=O)[C@@H](CC(C)C)[C@](C)(P(CC)CC)[C@](N)(ON=O)OS1(=O)=O.O=C1c2ccccc2C(=O)c2ccccc21.O=C1c2ccccc2C(=O)c2ccccc21.O=C1c2ccccc2C(=O)c2ccccc21
Energy, Ha: -4245.1508
2S+1: 1
F_max, eV/A: 8.57
Frontier orbital gap, eV: 6.26

XYZ file:
```
144
Properties=species:S:1:pos:R:3:lowdin_charge:R:1
C 3.175 3.213 1.007 -0.005
C 2.111 4.129 0.428 -0.102
C 0.716 4.554 1.138 -0.334
C 0.364 6.186 1.003 -0.117
C 0.889 6.880 -0.374 -0.191
N 0.286 8.272 -0.437 -0.155
C -0.147 8.663 -1.829 -0.229
C 1.017 8.581 -2.979 -0.121
C 1.141 9.314 0.242 -0.278
C 2.589 9.890 -0.266 -0.049
O 0.654 9.839 1.399 -0.037
C -0.621 3.685 0.738 -0.226
C -1.218 3.930 -0.746 -0.147
C -0.660 3.101 -2.005 -0.369
C 0.797 3.539 -2.622 -0.108
C -1.719 3.399 -3.271 -0.112
C -0.625 2.108 1.286 -0.399
C 0.514 1.151 0.616 -0.090
P -2.399 1.480 1.088 0.980
C -2.956 0.095 2.235 -0.405
C -2.255 -1.368 2.034 -0.197
C -2.918 0.939 -0.645 -0.388
C -2.070 -0.361 -1.269 -0.178
C -0.316 2.030 2.936 -0.454
N -0.018 0.573 3.362 0.122
O -1.514 2.588 3.580 -0.129
N -1.381 2.724 4.908 0.023
O -2.344 2.121 5.416 0.043
O 0.896 2.742 3.349 -0.208
S 0.911 4.385 3.035 0.854
O -0.145 5.263 3.744 -0.334
O 2.297 4.959 3.531 -0.355
H 3.359 2.220 0.411 0.068
H 3.816 3.514 1.944 0.084
H 2.429 4.584 -0.630 0.114
H 0.844 6.813 1.899 0.141
H -0.823 6.295 1.054 0.145
H 2.069 7.024 -0.267 0.139
H 0.598 6.340 -1.369 0.094
H -1.004 7.904 -2.144 0.126
H -0.677 9.731 -1.763 0.145
H 1.688 9.561 -2.892 0.070
H 0.451 8.603 -4.028 0.089
H 1.674 7.613 -2.953 0.074
H 2.359 10.745 -1.060 0.091
H 3.140 10.450 0.632 0.107
H 3.272 9.099 -0.793 0.082
H -1.455 4.169 1.454 0.149
H -1.151 5.087 -1.039 0.130
H -2.397 3.739 -0.686 0.112
H -0.639 1.936 -1.900 0.097
H 1.701 2.981 -2.076 0.076
H 0.820 3.102 -3.733 0.086
H 0.965 4.691 -2.737 0.070
H -1.502 2.514 -4.041 0.096
H -1.437 4.388 -3.832 0.084
H -2.840 3.397 -2.926 0.074
H 1.499 1.013 1.277 0.083
H 0.903 1.462 -0.438 0.075
H 0.046 0.054 0.563 0.073
H -4.127 -0.067 2.068 0.098
H -2.858 0.359 3.394 0.079
H -1.413 -1.422 1.226 0.043
H -1.757 -1.674 3.069 0.069
H -3.024 -2.240 1.773 0.080
H -4.024 0.498 -0.527 0.100
H -3.055 1.807 -1.443 0.058
H -2.481 -0.458 -2.386 0.080
H -0.925 -0.157 -1.375 0.048
H -2.347 -1.377 -0.749 0.068
H -0.253 0.420 4.364 0.090
H 1.032 0.405 3.317 0.113
O 2.520 2.023 -6.001 0.086
C 3.238 1.349 -6.728 -0.278
C 3.489 -0.074 -6.421 -0.085
C 2.884 -0.659 -5.301 0.005
C 3.084 -2.012 -5.027 -0.058
C 3.886 -2.784 -5.867 -0.057
C 4.505 -2.199 -6.973 0.007
C 4.311 -0.840 -7.247 -0.086
C 4.984 -0.225 -8.409 -0.278
O 5.749 -0.885 -9.103 0.098
C 4.717 1.191 -8.727 -0.086
C 5.322 1.774 -9.849 0.008
C 5.049 3.103 -10.177 -0.057
C 4.175 3.852 -9.390 -0.057
C 3.582 3.277 -8.264 0.006
C 3.858 1.945 -7.929 -0.086
H 2.252 -0.064 -4.644 0.118
H 2.610 -2.466 -4.159 0.108
H 4.032 -3.842 -5.660 0.108
H 5.134 -2.807 -7.622 0.122
H 6.002 1.195 -10.471 0.122
H 5.517 3.553 -11.051 0.108
H 3.955 4.884 -9.652 0.108
H 2.903 3.869 -7.653 0.121
O 1.461 -6.923 7.604 0.097
C 1.688 -6.008 6.822 -0.279
C 1.524 -4.602 7.246 -0.086
C 1.126 -4.316 8.559 0.007
C 1.008 -2.991 8.979 -0.055
C 1.287 -1.950 8.094 -0.055
C 1.666 -2.232 6.781 0.003
C 1.779 -3.561 6.354 -0.087
C 2.164 -3.851 4.959 -0.279
O 2.335 -2.937 4.160 0.088
C 2.347 -5.255 4.540 -0.086
C 2.747 -5.539 3.227 0.007
C 2.955 -6.861 2.832 -0.057
C 2.766 -7.900 3.742 -0.056
C 2.353 -7.620 5.047 0.007
C 2.138 -6.294 5.445 -0.086
H 0.912 -5.124 9.257 0.122
H 0.703 -2.770 10.000 0.109
H 1.207 -0.917 8.425 0.110
H 1.878 -1.415 6.094 0.116
H 2.902 -4.733 2.512 0.121
H 3.270 -7.080 1.813 0.108
H 2.937 -8.930 3.437 0.108
H 2.204 -8.437 5.751 0.122
O -3.381 -5.507 0.752 0.089
C -4.369 -6.197 0.969 -0.280
C -5.230 -6.643 -0.146 -0.086
C -4.899 -6.290 -1.461 0.005
C -5.685 -6.741 -2.523 -0.059
C -6.798 -7.544 -2.277 -0.058
C -7.139 -7.882 -0.966 0.007
C -6.357 -7.425 0.102 -0.086
C -6.736 -7.773 1.486 -0.278
O -7.756 -8.414 1.707 0.097
C -5.865 -7.344 2.598 -0.086
C -6.196 -7.700 3.913 0.007
C -5.361 -7.328 4.968 -0.057
C -4.197 -6.603 4.715 -0.056
C -3.873 -6.236 3.407 0.007
C -4.712 -6.602 2.347 -0.086
H -4.028 -5.668 -1.661 0.120
H -5.424 -6.470 -3.544 0.107
H -7.403 -7.905 -3.105 0.108
H -8.013 -8.504 -0.781 0.122
H -7.100 -8.270 4.118 0.122
H -5.617 -7.608 5.987 0.108
H -3.541 -6.322 5.536 0.108
H -2.964 -5.667 3.218 0.120
```

---

Record 2
# C63H75Cl2GeN9NaOP3

A molecular structure, C63H75Cl2GeN9NaOP3 (ωB97M-V/def2-TZVPD, the OMol25 dataset).

Properties
Energy, Ha: -7197.4441
2S+1: 2
F_max, eV/A: 1.67
Total charge: -1
Frontier orbital gap (alpha / beta), eV: 5.80 / 4.19

XYZ file:
```
155
Properties=species:S:1:pos:R:3:lowdin_spin:R:1
Na -1.879 -1.523 -0.495 0.001
C 4.943 0.117 2.932 0.000
C 5.202 -0.762 1.699 0.001
C 6.473 -0.297 0.986 0.000
P 3.621 -0.978 0.705 0.005
C 3.488 0.410 -0.564 0.006
N 2.914 1.668 -0.062 0.076
Ge 1.038 1.678 0.569 0.343
N 0.110 3.221 -0.504 0.128
C -0.599 2.902 -1.724 0.002
P 0.060 1.352 -2.514 0.071
C 1.745 1.945 -3.131 0.004
C 1.999 3.447 -3.269 0.001
C 2.159 1.198 -4.404 0.001
C -0.976 1.351 -4.074 0.016
C -0.935 2.594 -4.966 0.004
C -2.434 1.011 -3.740 0.001
C 0.500 4.505 -0.293 0.013
C 0.030 5.627 -1.013 0.003
C 0.582 6.883 -0.840 0.001
C 1.620 7.083 0.061 -0.002
C 2.040 6.010 0.832 0.000
C 1.462 4.760 0.697 -0.001
N 1.818 3.602 1.515 -0.006
C 3.271 3.436 1.507 0.001
C 4.115 4.136 2.347 0.000
C 5.486 4.140 2.122 -0.001
C 5.974 3.474 1.007 0.001
C 5.136 2.691 0.228 0.002
C 3.772 2.566 0.530 0.009
C 1.305 3.628 2.868 0.010
C 0.980 4.774 3.564 -0.002
C 0.658 4.705 4.916 0.014
C 0.714 3.476 5.553 0.000
C 0.981 2.315 4.843 0.015
C 1.207 2.350 3.453 0.009
N 1.319 1.270 2.608 0.164
C 1.000 -0.036 3.153 0.004
P -0.360 -1.038 2.319 0.064
C -0.255 -2.539 3.424 0.010
C 0.893 -3.449 2.964 0.001
C -0.155 -2.298 4.931 0.003
C -1.892 -0.132 2.918 0.004
C -3.084 -1.088 3.008 0.001
C -1.811 0.774 4.143 0.001
C 4.123 -2.406 -0.403 0.000
C 2.832 -3.121 -0.806 0.000
C 4.970 -2.134 -1.649 0.000
H 5.882 0.312 3.461 0.000
H 4.508 1.081 2.655 0.000
H 4.258 -0.367 3.633 0.000
H 5.374 -1.786 2.047 0.000
H 6.446 0.774 0.824 0.000
H 7.342 -0.515 1.616 0.000
H 6.622 -0.790 0.027 0.000
H 4.444 0.574 -1.057 0.000
H 2.793 -0.014 -1.299 0.001
H -1.667 2.738 -1.546 0.000
H -0.500 3.690 -2.468 0.003
H 2.403 1.604 -2.330 0.000
H 1.345 3.919 -4.006 0.000
H 1.878 3.963 -2.318 0.000
H 3.034 3.604 -3.595 0.000
H 1.726 1.656 -5.296 0.000
H 3.247 1.225 -4.518 0.000
H 1.847 0.154 -4.381 0.000
H -0.572 0.505 -4.641 0.000
H -1.369 3.461 -4.461 0.000
H 0.071 2.852 -5.292 0.000
H -1.532 2.402 -5.863 0.001
H -2.943 1.861 -3.276 0.000
H -2.976 0.756 -4.656 0.000
H -2.491 0.159 -3.062 0.000
H -0.794 5.509 -1.704 0.000
H 0.206 7.713 -1.425 0.000
H 2.079 8.055 0.182 0.000
H 2.837 6.163 1.544 0.000
H 3.702 4.686 3.184 0.000
H 6.149 4.686 2.779 0.000
H 7.026 3.535 0.757 0.000
H 5.539 2.178 -0.634 0.000
H 0.993 5.732 3.064 0.000
H 0.416 5.606 5.465 0.001
H 0.537 3.412 6.621 0.000
H 1.020 1.380 5.381 0.001
H 1.894 -0.662 3.120 0.001
H 0.664 0.042 4.181 0.003
H -1.192 -3.065 3.218 0.000
H 1.847 -2.910 2.927 0.000
H 1.002 -4.287 3.658 0.000
H 0.691 -3.864 1.977 0.000
H 0.797 -1.831 5.201 0.000
H -0.970 -1.683 5.312 0.000
H -0.203 -3.263 5.444 0.000
H -2.081 0.527 2.075 0.000
H -3.008 -1.739 3.886 0.000
H -4.014 -0.518 3.091 0.000
H -3.153 -1.726 2.126 0.000
H -1.558 0.239 5.061 0.000
H -1.088 1.576 4.007 0.000
H -2.790 1.242 4.298 0.000
H 4.681 -3.072 0.261 0.000
H 2.256 -2.522 -1.512 0.000
H 3.034 -4.093 -1.266 0.000
H 2.190 -3.284 0.054 0.000
H 4.527 -1.364 -2.287 0.000
H 5.994 -1.843 -1.418 0.000
H 5.028 -3.056 -2.237 0.000
C -0.128 -3.087 -4.997 0.000
C -0.203 -2.440 -3.751 0.001
N -1.327 -2.130 -3.152 0.001
C -2.500 -2.399 -3.789 0.000
C -2.529 -2.999 -5.079 0.000
C -1.291 -3.368 -5.653 0.000
C -3.752 -3.179 -5.762 0.000
C -4.907 -2.712 -5.185 0.000
C -4.911 -2.140 -3.909 0.000
C -3.745 -2.022 -3.134 0.000
N -3.659 -1.481 -1.908 0.000
C -4.716 -1.288 -1.083 0.000
C -5.844 -2.105 -0.982 0.000
C -6.915 -1.788 -0.136 0.000
C -6.924 -0.642 0.619 0.000
C -5.784 0.188 0.613 0.000
C -5.700 1.376 1.375 0.000
C -4.547 2.108 1.377 0.000
C -3.455 1.642 0.620 0.001
N -3.501 0.567 -0.133 0.000
C -4.652 -0.156 -0.177 0.000
H 0.837 -3.332 -5.424 0.000
H 0.712 -2.158 -3.243 0.000
H -1.289 -3.864 -6.618 0.000
H -3.753 -3.657 -6.736 0.000
H -5.845 -2.800 -5.722 0.000
H -5.838 -1.756 -3.506 0.000
H -5.872 -3.017 -1.564 0.000
H -7.771 -2.454 -0.106 0.000
H -7.782 -0.369 1.224 0.000
H -6.563 1.694 1.951 0.000
H -4.455 3.025 1.947 0.000
H -2.511 2.185 0.638 0.001
O -2.420 -3.164 0.647 0.002
N -1.269 -3.657 0.415 0.002
Cl -0.807 -6.683 2.706 0.000
C -2.012 -6.847 1.463 0.000
C -2.869 -7.931 1.503 0.000
C -3.822 -8.086 0.509 0.000
C -3.913 -7.145 -0.503 0.000
C -3.070 -6.048 -0.513 0.000
Cl -3.212 -4.898 -1.790 0.000
C -2.082 -5.861 0.470 0.000
N -1.071 -4.901 0.397 0.000
H -2.789 -8.643 2.315 0.000
H -4.490 -8.938 0.524 0.000
H -4.644 -7.253 -1.295 0.000
```

---

Record 3
# C63H78N3O27

9 unconnected molecules or ions with the total composition C63H78N3O27 (ωB97M-V/def2-TZVPD, the OMol25 dataset).

Properties
Energy, Ha: -4642.6356
2S+1: 4
F_max, eV/A: 6.72
Frontier orbital gap (alpha / beta), eV: 6.82 / 7.52

XYZ file:
```
171
Properties=species:S:1:pos:R:3:lowdin_spin:R:1
C -3.616 4.580 5.399 0.024
C -3.266 3.147 5.952 0.027
C -4.427 2.782 6.939 0.000
C -5.651 2.178 6.195 0.000
C -5.179 1.113 5.256 0.002
C -4.181 1.609 4.201 0.019
N -3.049 2.217 4.924 0.324
O -1.784 2.445 4.109 0.575
C -3.701 0.275 3.375 0.004
C -4.894 2.465 3.146 0.015
C -2.023 3.311 6.900 0.004
H -2.934 5.025 4.674 0.003
H -3.709 5.291 6.220 0.002
H -4.605 4.511 4.944 0.000
H -4.112 2.078 7.709 0.000
H -4.743 3.630 7.547 0.000
H -6.149 3.064 5.802 0.000
H -6.394 1.906 6.945 0.000
H -6.038 0.602 4.820 0.000
H -4.660 0.311 5.782 0.001
H -3.064 -0.452 3.880 0.000
H -4.511 -0.352 3.002 0.000
H -3.070 0.693 2.591 -0.001
H -5.385 3.266 3.698 0.000
H -4.105 2.767 2.457 0.001
H -5.586 1.869 2.550 0.001
H -2.171 3.935 7.782 0.000
H -1.242 3.902 6.422 -0.001
H -1.466 2.404 7.131 0.000
C 4.211 -1.456 -4.831 0.017
C 3.814 -2.410 -5.912 0.026
C 5.043 -2.609 -6.748 0.004
C 6.048 -3.617 -6.122 0.000
C 5.477 -4.910 -5.617 0.001
C 4.233 -4.727 -4.764 0.016
N 3.355 -3.685 -5.439 0.361
O 1.943 -3.729 -4.979 0.548
C 3.442 -6.074 -4.581 0.000
C 4.639 -4.289 -3.325 0.016
C 2.860 -1.604 -6.830 0.002
H 5.192 -1.571 -4.369 0.000
H 3.567 -1.450 -3.951 0.000
H 4.196 -0.422 -5.178 0.002
H 4.848 -2.987 -7.752 0.000
H 5.478 -1.635 -6.976 0.000
H 6.516 -3.095 -5.288 0.000
H 6.822 -3.764 -6.875 0.000
H 6.292 -5.338 -5.033 0.000
H 5.093 -5.477 -6.464 0.001
H 2.652 -5.948 -3.840 -0.001
H 2.981 -6.481 -5.481 0.000
H 4.020 -6.917 -4.203 0.000
H 3.829 -4.331 -2.597 0.001
H 5.401 -4.995 -2.993 0.002
H 5.166 -3.357 -3.122 0.000
H 1.916 -1.446 -6.309 -0.001
H 2.571 -2.178 -7.711 0.000
H 3.252 -0.608 -7.035 0.000
C -0.781 5.489 -6.901 0.003
C -0.138 4.902 -5.650 0.022
C -1.315 4.504 -4.812 -0.001
C -1.003 3.454 -3.711 0.000
C -0.284 2.311 -4.374 0.001
C 1.042 2.627 -5.137 0.021
N 0.731 3.729 -6.130 0.354
O 1.862 4.082 -6.902 0.562
C 2.157 3.013 -4.166 0.013
C 1.365 1.283 -5.851 0.003
C 0.725 5.964 -4.801 0.016
H -1.722 6.034 -6.824 0.000
H -1.069 4.640 -7.521 0.000
H -0.093 6.092 -7.494 0.000
H -1.694 5.409 -4.337 0.000
H -2.119 4.160 -5.463 0.000
H -1.945 3.173 -3.241 0.000
H -0.426 3.898 -2.900 0.000
H -0.952 1.968 -5.165 0.001
H -0.199 1.517 -3.632 0.000
H 1.992 3.865 -3.505 0.000
H 2.272 2.172 -3.482 0.001
H 3.146 3.163 -4.598 0.002
H 0.606 1.026 -6.590 0.000
H 2.368 1.340 -6.276 0.000
H 1.555 0.614 -5.012 0.000
H 0.506 6.946 -5.220 0.002
H 1.772 5.762 -5.025 0.002
H 0.584 5.878 -3.724 0.000
C 4.014 0.365 -0.437 0.000
C 4.970 1.021 -1.218 0.000
C 5.877 2.014 -0.707 0.000
O 6.910 2.367 -1.259 0.000
C 5.728 2.315 0.737 0.000
C 4.783 1.709 1.463 0.000
C 3.839 0.627 1.046 0.000
O 3.177 -0.079 1.797 0.000
O 4.556 2.096 2.730 0.000
O 5.040 0.688 -2.571 0.000
H 3.333 -0.383 -0.815 0.000
H 6.353 3.030 1.253 0.000
H 3.643 2.284 2.962 0.000
H 5.936 0.881 -2.857 0.000
C 1.187 -6.223 5.772 0.000
C 0.631 -5.170 5.162 0.000
C 0.209 -3.954 5.860 0.000
O -0.387 -2.963 5.446 0.000
C 0.455 -4.029 7.275 0.000
C 0.954 -5.139 7.937 0.000
C 1.381 -6.333 7.197 0.000
O 1.859 -7.358 7.682 0.000
O 1.085 -5.169 9.330 0.000
O 0.388 -5.077 3.819 0.000
H 1.736 -6.879 5.112 0.000
H 0.296 -3.174 7.916 0.000
H 1.727 -5.830 9.597 0.000
H -0.132 -4.292 3.628 0.000
C 2.324 2.978 5.952 0.000
C 1.905 2.044 5.096 0.000
C 1.061 0.852 5.581 0.000
O 0.636 -0.044 4.898 0.000
C 0.689 0.922 6.963 0.000
C 1.227 1.795 7.817 0.000
C 2.062 2.931 7.405 0.000
O 2.679 3.675 8.210 0.000
O 0.952 1.867 9.126 0.000
O 2.103 2.229 3.792 0.000
H 2.896 3.848 5.665 0.000
H -0.001 0.118 7.175 0.000
H 1.399 2.622 9.514 0.000
H 1.548 1.591 3.338 0.000
C 0.533 -0.227 -0.483 0.000
C 0.655 -1.314 -1.283 0.000
C 0.513 -2.760 -0.881 0.000
O 0.737 -3.823 -1.432 0.001
C -0.061 -2.735 0.430 0.000
C -0.425 -1.681 1.193 0.000
C -0.038 -0.314 0.817 0.000
O -0.206 0.671 1.523 -0.001
O -0.910 -1.730 2.462 0.000
O 0.950 -1.059 -2.586 0.001
H 0.779 0.731 -0.918 0.000
H -0.273 -3.679 0.908 0.000
H -0.862 -0.837 2.812 0.000
H 1.067 -1.822 -3.157 0.002
C -3.429 -4.067 0.275 0.000
C -4.035 -3.598 1.403 0.000
C -5.211 -2.745 1.314 0.000
O -5.807 -2.329 2.307 0.000
C -5.597 -2.447 -0.070 0.000
C -5.073 -3.014 -1.162 0.000
C -3.900 -3.916 -1.145 0.000
O -3.325 -4.379 -2.125 0.000
O -5.507 -2.672 -2.405 0.000
O -3.556 -3.830 2.672 0.000
H -2.470 -4.559 0.336 0.000
H -6.366 -1.716 -0.268 0.000
H -5.339 -3.377 -3.034 0.000
H -4.001 -3.351 3.375 0.000
C -3.038 0.151 -1.803 0.000
C -3.927 0.727 -0.962 0.000
C -5.142 1.594 -1.390 0.000
O -6.096 1.930 -0.620 0.000
C -5.247 1.760 -2.865 0.000
C -4.251 1.268 -3.688 0.000
C -3.113 0.386 -3.237 0.000
O -2.280 -0.009 -4.029 0.000
O -4.229 1.569 -5.025 0.000
O -3.911 0.412 0.304 0.000
H -2.248 -0.511 -1.480 0.000
H -6.122 2.282 -3.223 0.000
H -3.635 0.964 -5.476 0.000
H -4.716 0.811 0.645 0.000
```